[1]
2 unconnected molecules or ions with the total composition C4H11FN2 in a non-equilibrium geometry. Source: the Open Molecules 2025 dataset; level of theory: ωB97M-V/def2-TZVPD.

Geometry as XYZ:
```
18
Properties=species:S:1:pos:R:3:forces:R:3
C 0.9460 0.0376 -1.9841 -1.1 -0.7 2.3
C 1.0355 -0.8008 -0.6510 0.6 -2.4 -3.4
C 0.9218 -0.1198 0.5905 -2.5 4.0 1.9
C -1.0622 0.6194 0.8359 3.3 -2.7 1.4
N -1.2752 0.5951 2.2589 0.3 0.4 -0.8
N -1.9132 -0.1710 0.1121 -0.4 0.2 -3.1
F -1.0585 1.8661 0.3686 0.1 0.7 -0.3
H 1.6568 0.7772 -2.0651 2.5 1.3 0.0
H 0.9429 -0.5063 -2.9058 -0.4 -0.5 -0.3
H 0.1113 0.7118 -1.8481 -1.0 -0.2 -0.5
H 0.2686 -1.5943 -0.7744 -0.1 0.3 0.3
H 1.9504 -1.4315 -0.6092 -0.1 0.4 -0.4
H 1.2748 -0.6460 1.4698 -0.5 -0.5 0.2
H 1.4578 0.8407 0.6226 -0.1 -0.1 -0.2
H -0.6002 1.2898 2.5701 -0.1 -0.1 0.5
H -0.9130 -0.3067 2.5516 -0.1 0.1 0.3
H -2.0925 -1.1415 0.3786 0.5 0.7 -0.1
H -1.6510 -0.0197 -0.9211 -0.9 -1.0 2.1
```
Positions in Å, forces in eV/Å.

Output
frontier orbital gap = 8.754 eV
energy relative to the best compared isomer or geometry (same formula, charge and spin) = 35.0 kcal per mole
HOMO level = -7.808 eV
total energy = -10021.9824 eV
spin multiplicity = 1



[2]
A gas-phase ion, CH2IN4O (charge +1) in a non-equilibrium geometry. Source: the Open Molecules 2025 dataset; level of theory: ωB97M-V/def2-TZVPD.

Geometry as XYZ:
```
9
Properties=species:S:1:pos:R:3:forces:R:3
O -0.4581 1.5454 -0.5946 0.0 -0.1 -0.2
N -0.1886 0.3133 -0.1353 0.2 0.1 -0.4
N -0.2813 -0.7823 -0.9060 -0.5 1.5 -0.7
N 0.0302 -1.8040 -0.2299 0.3 -1.8 0.0
N 0.3591 -1.4602 0.9841 -0.3 1.0 -0.2
C 0.2121 -0.1146 1.0404 0.5 0.4 2.0
I 0.5460 1.1185 2.6970 -0.1 -0.6 -0.8
H 0.3734 1.8890 -0.9821 -0.2 0.1 0.1
H -0.5928 -0.7052 -1.8736 0.0 -0.5 0.1
```
Positions in Å, forces in eV/Å.

Output
SMILES = ON1NN=[N+]=C1I
frontier orbital gap = 9.754 eV
charge = +1
HOMO level = -14.793 eV
total energy = -17166.4142 eV
spin multiplicity = 1



> Which value of spin multiplicity does entry 2 give?

1